Entry 1:
17
Properties=species:S:1:pos:R:3:forces:R:3 method="wB97M-V/def2-TZVPD" relative_energy_kcal_mol=88.53 energy_ev=-8323.494 total_charge=0 gap_ev="8.5 / 8.5"
C -2.226383 -0.452221 0.216450 -0.2267 0.4484 0.3964
C 1.322272 -1.581063 -0.496850 -0.1171 0.0422 0.2196
C -0.101857 0.584859 0.140157 -2.9031 -1.5701 -2.0832
C 1.108863 -0.125638 -0.285082 1.3745 1.9006 0.8573
N -0.586420 1.757856 -0.449540 0.1864 -0.1306 0.2520
C 1.751057 0.734267 0.584584 2.0210 -1.8108 -0.3585
N -0.852538 -0.365538 0.656041 0.6570 0.9232 0.2496
H -1.274504 2.252243 0.100530 0.0191 -0.0760 0.0712
H 0.127135 2.381199 -0.794071 -0.0175 -0.0274 -0.1111
H -2.842734 0.309377 0.710991 -0.2554 -0.1327 -0.0490
H -2.611507 -1.438690 0.476067 -0.0553 0.1038 0.0713
H -2.349686 -0.311845 -0.864793 0.1386 0.0472 -0.0022
H 0.603964 -1.958868 -1.222875 0.0278 -0.0639 -0.0449
H 1.190743 -2.156917 0.420572 0.0225 0.0333 0.0355
H 2.343521 -1.745096 -0.845943 -0.0767 0.0548 -0.1188
H 1.951324 1.766681 0.330730 -1.1031 0.3124 0.3369
H 2.446750 0.349395 1.323032 0.3079 -0.0543 0.2779


Entry 2:
14
Properties=species:S:1:pos:R:3:forces:R:3 method="wB97M-V/def2-TZVPD" relative_energy_kcal_mol=68.55 energy_ev=-83877.092 total_charge=0 gap_ev="7.9 / 8.3"
C -0.173299 1.798518 1.278786 -0.0414 -0.2021 -0.2890
C 1.843310 -2.357631 -0.028891 -0.4004 0.6165 0.3026
C -1.509012 0.079627 -1.095360 0.0750 0.1107 0.3405
F 0.912466 1.324436 -1.267614 -0.0333 -0.2138 0.3183
Si 0.064063 0.543577 -0.110213 0.2412 -0.2356 -0.4895
Br -2.998569 -0.343064 0.093964 0.1004 -0.0086 0.0012
H -0.230415 2.798107 0.844085 -0.0371 -0.0038 -0.1242
H -1.083832 1.612687 1.839097 -0.1467 -0.1095 0.0573
H 0.659209 1.794555 1.974588 0.1542 -0.0948 0.0505
H 1.169611 -2.919128 -0.638287 -0.2835 -0.1535 -0.2692
H 2.719085 -1.934970 -0.473540 0.2545 0.1866 -0.1479
H 1.828927 -2.531594 1.031483 0.0045 0.0312 0.1531
H -1.829405 0.920741 -1.708505 0.0225 0.0384 0.0136
H -1.372143 -0.785856 -1.739588 0.0901 0.0384 0.0827


Entry 3:
124
Properties=species:S:1:pos:R:3:forces:R:3 method="wB97M-V/def2-TZVPD" energy_ev=-163278.296 spin_multiplicity=3 total_charge=+1 gap_ev="5.9 / 6.1"
Mo 0.133996 1.085415 1.705777 1.1639 3.1764 1.5222
S 5.764996 3.570415 -3.788323 0.1327 -0.4287 0.5190
C 7.317396 2.850115 -3.793923 -0.1139 -0.0012 0.0416
C 7.490896 1.985015 -2.756523 0.2526 0.1898 -0.4201
C 6.354796 1.895115 -1.932323 -0.5300 0.2728 -0.0204
C 5.321196 2.697415 -2.344523 0.9039 -0.0471 -0.5296
C 4.012796 2.847915 -1.770623 -0.9115 -0.0396 0.5970
C 3.601296 2.172915 -0.611023 0.8376 0.5023 -0.8438
N 2.400696 2.278715 -0.112123 -0.5727 -0.3331 0.3807
C 1.453796 3.013515 -0.678423 0.4127 1.4633 -1.4206
C 1.751396 3.743515 -1.859423 1.1057 -0.4330 0.6271
C 0.881296 4.683915 -2.512623 -0.8043 0.1617 -0.2639
C -0.458504 4.713315 -2.533323 0.9289 0.3967 -0.2382
C -1.376504 3.814015 -1.890223 -1.1633 -0.4848 0.4700
C -2.698904 3.846215 -2.339123 0.2172 -0.3511 0.0881
C -3.680604 3.076215 -1.728223 0.7636 -0.3461 0.5055
C -3.224704 2.217615 -0.723923 -0.9929 0.5290 -0.6957
N -2.009104 2.228515 -0.235423 0.4450 -0.6734 0.2812
C -1.078004 3.035915 -0.743723 0.3310 1.4013 -1.0927
C -5.092404 3.203915 -1.985123 -0.9809 -0.0979 -0.1240
C -5.742704 4.146915 -2.736223 0.4633 -0.3507 0.2379
C -7.143504 4.061415 -2.642323 -0.3819 -0.1082 0.0787
C -7.560704 3.059915 -1.826223 0.0818 -0.0553 0.0137
S -6.249604 2.186215 -1.157423 0.2150 0.4829 -0.3706
C 3.046496 3.649015 -2.362123 -0.2019 -0.1427 0.1774
H 8.008996 3.112915 -4.570123 0.1921 -0.0004 -0.1105
H 8.399496 1.433515 -2.593123 0.1489 -0.0723 0.0162
H 6.299596 1.262215 -1.065723 -0.0168 -0.1248 0.1916
H 4.271696 1.518815 -0.069523 0.2011 -0.0757 0.0153
H 1.401996 5.421515 -3.109223 -0.0448 0.1069 -0.0776
H -0.924004 5.476315 -3.142723 -0.0190 0.0795 -0.0472
H -2.943904 4.484615 -3.174423 -0.0917 0.1769 -0.0198
H -3.920804 1.514815 -0.290323 -0.1194 -0.0371 0.1477
H -5.239904 4.896015 -3.320723 0.1418 0.1271 -0.0823
H -7.811104 4.730015 -3.152323 -0.1869 0.1004 -0.0947
H -8.565004 2.784515 -1.571823 -0.2122 -0.0558 -0.0043
H 3.289496 4.199215 -3.260123 0.0313 0.1564 -0.0738
C 0.174996 3.206315 -0.024623 -0.1555 -1.7758 -0.1026
C 0.094396 3.648115 1.302177 -0.1162 -0.8042 0.5471
C -1.099404 4.200515 1.813677 -0.2915 0.6011 0.4328
C -1.247004 4.402715 3.159477 0.1236 -0.0517 -0.1497
C -0.254604 3.974815 4.051177 -0.0207 0.1073 0.6466
C 0.916196 3.434015 3.572077 -0.3029 0.4292 0.6047
C 1.136796 3.347715 2.207977 -0.1853 -1.0795 0.0335
H -1.891804 4.468715 1.129477 -0.0391 0.1253 -0.0062
H -2.154104 4.853415 3.534877 -0.0853 0.0691 0.0820
H -0.414704 4.069115 5.116277 0.0025 -0.0281 0.0352
H 1.664696 3.046515 4.247477 0.1012 0.1462 0.1615
H 2.035496 2.923415 1.813777 0.5415 0.3326 0.0390
C -4.037404 0.131915 1.857577 -0.8683 -0.1851 -0.0667
N -2.608304 0.417415 1.755077 -1.7123 -0.7403 -0.0988
C -1.802204 -0.774985 1.553677 0.7936 0.3599 0.5873
C -2.102404 1.241615 2.852377 1.8087 0.2899 -0.2202
C -1.447104 0.628415 4.021377 -1.1700 -1.0056 2.9914
C -1.918704 0.375915 5.311677 -0.7207 0.2933 -0.5042
C -1.017504 -0.082985 6.261377 -0.2637 -0.0494 0.3226
C 0.323196 -0.264885 5.969377 1.1674 -0.1660 -0.0555
C 0.833796 0.016115 4.691077 -0.3393 -1.0485 3.3230
C -0.129804 0.400415 3.875977 1.4263 1.7000 -7.2686
H -4.402704 -0.304985 0.927877 0.0525 0.0076 0.0468
H -4.590404 1.045815 2.068977 0.0469 0.0400 -0.0865
H -4.214504 -0.578785 2.666277 0.1289 0.0468 0.0224
H -2.304404 1.031115 0.942777 -0.9141 0.1972 -0.3868
H -1.790804 -1.437885 2.415577 -0.1106 0.0376 0.0422
H -0.776904 -0.294885 1.444677 -2.8674 -3.9914 -0.3336
H -2.059804 -1.289985 0.633977 0.0015 0.1541 -0.1316
H -2.772104 2.064015 3.077077 -0.0500 0.1551 -0.3064
H -1.174804 1.673015 2.333077 -3.8649 3.1423 2.0994
H -2.955304 0.553515 5.560977 -0.1653 -0.0292 0.2733
H -1.365304 -0.285585 7.263277 -0.0471 -0.0290 0.0622
H 1.006696 -0.626585 6.721577 -0.0678 -0.0431 0.3930
H 1.864596 -0.076985 4.416577 0.3113 -0.1348 0.0361
C 0.292396 -3.048385 -0.304623 0.7724 0.4248 0.0735
C 1.343796 -3.742885 -1.134923 -0.1730 -0.8584 -0.1383
As 0.971096 -5.698085 -1.501323 0.2273 0.2128 -0.1472
C -0.046904 -6.226685 0.085277 0.0645 0.0500 -0.0639
C -1.130204 -7.090585 -0.050923 0.0847 0.0597 -0.2932
C -1.814304 -7.550285 1.058677 -0.0512 -0.0764 0.1055
C -1.419704 -7.162385 2.328477 -0.0395 0.0159 0.0084
C -0.321004 -6.333485 2.481077 -0.0015 -0.0333 0.1577
C 0.368996 -5.884585 1.369577 0.1498 0.0779 -0.2257
C -0.492904 -5.478685 -2.781623 0.1524 -0.0246 0.0782
C -0.191004 -5.764085 -4.110123 0.2722 -0.0381 0.1456
C -1.154004 -5.660985 -5.097823 -0.0472 0.0149 -0.0607
C -2.440204 -5.276685 -4.760923 -0.0403 0.0196 -0.1012
C -2.752604 -4.981285 -3.443923 -0.1030 0.0373 0.0202
C -1.785204 -5.082085 -2.459123 0.0079 0.1111 0.1669
P 0.822096 -1.359785 0.199877 -1.0438 0.4962 0.0190
C 2.268796 -1.265385 1.235677 0.7050 -1.2970 -0.3834
C 3.174196 -2.240285 1.648077 -0.0958 0.2984 -0.2110
C 4.238596 -1.852285 2.444777 0.2291 -0.1289 0.2699
C 4.388696 -0.539485 2.867177 0.0209 0.1902 0.0504
C 3.445396 0.426715 2.518077 0.9636 -0.1144 0.3329
C 2.450496 0.016615 1.694377 -2.9992 1.0125 0.0363
C 1.231896 -0.401885 -1.252623 0.7909 -0.9065 -0.1930
C 2.496296 -0.512885 -1.826523 -0.3581 0.0704 -0.3266
C 2.760096 0.167115 -2.998023 0.2327 -0.0620 -0.1275
C 1.776096 0.947715 -3.587523 -0.0733 -0.0882 0.0340
C 0.530096 1.073115 -2.991923 -0.0890 -0.0145 -0.3299
C 0.256996 0.401915 -1.815123 0.1825 -0.2327 -0.1295
H 0.061296 -3.580685 0.622277 -0.0782 0.0410 -0.1201
H -0.632104 -2.924385 -0.876923 0.0134 0.0356 0.1169
H 2.328896 -3.689785 -0.668023 -0.0360 -0.0722 -0.0183
H 1.428496 -3.260885 -2.113723 0.0264 -0.1703 0.0469
H -1.433904 -7.409685 -1.041423 -0.0680 0.0069 0.0517
H -2.652404 -8.219485 0.934077 -0.0758 -0.0585 -0.0203
H -1.957204 -7.515785 3.194477 -0.0498 -0.0407 0.1001
H 0.004196 -6.046785 3.470377 0.0547 0.0172 0.0832
H 1.253496 -5.271385 1.502977 0.0138 0.0551 0.0538
H 0.815396 -6.079785 -4.361623 -0.0265 -0.0256 -0.0647
H -0.903904 -5.889185 -6.123523 0.0090 -0.0270 -0.0637
H -3.201104 -5.213685 -5.524023 -0.0741 0.0264 -0.0672
H -3.757204 -4.678885 -3.183823 -0.0690 0.0086 0.0229
H -2.045104 -4.870085 -1.428323 -0.0253 -0.0232 -0.0004
H 3.054196 -3.273885 1.358077 0.0454 -0.0547 -0.0508
H 4.961196 -2.590385 2.761077 0.0527 -0.0544 0.0237
H 5.219696 -0.268285 3.502177 0.0515 -0.0182 0.0324
H 3.500096 1.432915 2.902077 0.0017 0.1314 -0.0254
H 1.580696 0.742215 1.419277 6.9341 -1.1758 -0.9611
H 3.256596 -1.118385 -1.352123 0.0701 -0.0487 -0.0100
H 3.742096 0.097515 -3.444123 0.0644 0.0400 -0.0958
H 1.993596 1.481215 -4.501523 -0.0009 0.0442 -0.0678
H -0.214604 1.711315 -3.447123 -0.0698 0.0419 0.0041
H -0.671504 0.522415 -1.283023 -0.2787 -0.0329 -0.1836


Entry 4:
9
Properties=species:S:1:pos:R:3:forces:R:3 method="wB97M-V/def2-TZVPD" relative_energy_kcal_mol=40.98 energy_ev=-7450.366 spin_multiplicity=2 total_charge=+1 gap_ev="9.2 / 8.5"
O -0.016514 1.374273 0.296821 0.5105 0.2975 -0.3268
C 0.726480 0.409329 -0.117186 -2.8653 -1.0185 1.5635
C -0.330359 -0.607324 -0.361330 1.1606 -0.3648 -1.1035
C -1.483172 -0.188372 0.287828 0.1347 0.4332 0.1524
H -0.263425 -1.290853 -1.209440 -0.4622 0.3716 -0.0575
H -2.406453 -0.053032 -0.280700 -0.0655 -0.5515 0.3278
H -1.515437 -0.106574 1.376772 0.0649 0.5387 -0.3714
O 1.936339 0.340421 -0.219899 -2.0129 0.7001 -1.1081
Li 3.352537 0.122133 0.227135 3.5351 -0.4064 0.9236